Record 1
DFT (the ωB97M-V functional and the def2-TZVPD basis) results for 11 unconnected molecules or ions with the total composition C47H126N10O13 in a non-equilibrium geometry.

The orbital gap comes out at 8.96 eV. Its structure (SMILES) is COC[C@H](C)N.COC[C@H](C)N.COC[C@H](C)N.COC[C@H](C)N.COC[C@H](C)N.COC[C@H](C)N.COC[C@H](C)N.COC[C@H](C)N.COCCNCCOC.COCCNCCOC.CC(C)O. The HOMO energy comes out at -0.316 Ha. For the relative energy (zero: lowest compared OMol25 entry of this formula, charge and spin), the calculation gives 0.852 eV.

ORCA input file:
```
! RIJCOSX wB97M-V def2-TZVPD def2/J DEFGRID3
* xyz 0 1
H 1.00 -3.51 -4.21
H -7.91 4.95 4.20
H 1.24 -0.69 -1.09
H 0.33 0.32 -2.19
C -3.01 -0.78 1.69
O 4.45 -2.09 -1.88
C -0.85 -3.85 3.39
H -3.51 -0.38 2.58
H 3.93 -6.28 2.52
H -0.11 -2.93 -1.29
C 5.69 -3.93 -2.90
O 2.55 -0.93 5.47
H 3.84 -1.40 3.28
H 1.52 -0.52 -4.83
H 7.62 -4.20 -2.63
H 5.97 -3.35 -3.77
C -0.58 4.44 1.58
C 4.60 -1.01 -0.93
H -3.95 4.10 6.07
O 5.84 -1.49 -5.15
H 4.84 3.69 -6.03
H -2.16 -4.15 1.65
C -2.97 -0.03 -3.54
H -3.63 -0.87 0.80
H 0.92 -1.69 -5.87
H -7.55 3.51 3.29
C 1.58 -1.60 -5.01
H -5.57 -3.80 0.22
H 5.21 3.26 0.79
N 6.82 -4.81 -2.65
H -2.52 1.87 -1.70
H -2.71 -1.79 1.98
H 3.33 -0.92 -7.24
H -0.04 6.55 1.29
C 4.93 4.20 1.27
H 6.90 -5.42 -3.45
H -0.56 4.53 4.65
C -3.66 3.26 4.35
H -4.18 1.48 -1.73
H 1.06 -0.39 4.03
H -1.43 -3.02 5.32
N 2.93 -1.93 -5.46
H -0.58 1.28 -5.71
C 6.04 -0.25 -4.54
N -8.01 -3.73 1.31
H -7.28 1.23 1.61
H -3.90 5.21 -1.08
H 4.37 3.15 -4.57
H 1.50 5.59 0.19
C -0.63 5.97 2.00
H -1.60 6.45 1.90
H 1.83 3.25 -7.81
H 2.88 1.37 2.52
H 1.87 -2.56 -3.02
H 3.05 1.99 -7.59
H 1.46 -4.62 0.29
H -1.95 -5.58 2.67
N 0.75 1.05 1.02
C 2.89 3.40 -5.93
H 1.90 3.02 -4.07
H 4.45 0.60 2.18
O -3.11 -2.75 4.11
H -5.48 1.39 1.38
H 2.45 -3.27 -0.20
H 1.76 0.92 -1.39
H 2.19 -6.35 2.01
C -1.93 -3.50 4.48
H -8.12 -1.14 1.02
C -5.58 -3.54 1.28
O 2.82 -3.94 2.35
H -1.66 -0.50 -0.64
N 0.34 -4.48 3.95
O 0.55 3.05 -5.60
C -0.13 0.78 -0.09
C 2.48 -4.33 0.06
C 1.68 -1.14 6.55
H -5.50 -4.46 1.86
C -3.41 1.97 -2.33
H -1.84 2.11 3.98
H -4.69 -2.94 1.48
O 3.56 4.33 1.29
H -4.75 -1.82 4.77
C 1.95 -1.01 4.18
H -1.19 4.37 0.68
H -1.49 2.80 -5.58
H -5.57 2.26 4.91
H -3.28 -1.54 5.65
H 5.59 -3.53 -0.80
O -5.92 4.23 4.30
C -0.60 -3.06 -2.26
H 5.66 -0.97 -7.08
H -2.11 -0.23 -2.91
C 3.73 -1.01 -6.23
H 3.76 -0.40 -1.26
H 0.85 2.04 1.19
C -7.10 -1.49 0.89
N -3.28 3.42 5.74
C 1.45 4.50 0.17
C -0.59 2.27 -5.27
H -3.75 -0.61 -3.03
N 4.23 3.04 -5.57
H 6.50 -2.41 -1.68
H -3.27 4.04 3.69
H 3.39 -2.17 -4.59
C 2.86 3.94 0.09
H -3.27 1.10 4.43
H 1.75 -0.47 1.42
H 3.58 3.55 -8.06
C 3.21 -6.15 1.71
H 2.55 -3.05 2.10
H 1.41 4.33 2.13
H 2.82 4.46 -5.71
H 0.86 4.18 -0.68
H 1.99 1.59 -5.12
H 5.39 -0.27 -1.07
H 2.94 2.87 -0.08
C 1.15 -2.49 -3.84
C -0.65 5.61 4.47
C -1.45 -4.69 2.29
C -6.85 -2.85 1.58
H 3.07 -1.23 1.05
C -3.81 3.45 -2.44
H -0.71 1.66 -0.36
H -8.86 -3.19 1.39
N -5.21 3.61 -2.65
H -2.33 4.53 -1.33
C -3.87 -2.32 5.17
C 3.33 -4.67 1.28
C 1.80 2.67 -5.09
H -2.84 -0.43 -4.55
H 6.74 -0.35 -3.72
H 3.51 -4.31 -3.46
H 0.79 -0.52 6.43
C -7.29 4.05 4.20
H -0.62 -1.29 0.55
O -6.21 -0.50 1.40
H 4.53 -1.35 0.11
H -2.39 -4.42 4.85
C -1.12 -0.35 0.30
O -1.91 0.09 1.36
O -3.28 1.38 -3.58
H -6.95 -1.58 -0.19
H -7.66 3.50 5.07
H 4.38 -4.46 1.09
H -4.22 -3.17 5.76
C 2.83 3.05 -7.44
H -2.98 1.94 2.82
H -1.66 -2.86 -2.09
H -5.39 2.66 3.22
H 5.14 0.12 -4.05
H 1.08 -4.45 3.26
H -5.33 4.61 -2.71
H 2.16 -0.89 7.49
H 5.15 -2.59 -6.64
H -0.60 2.18 -4.18
H 4.26 -5.47 -2.29
H 3.49 -6.82 0.90
H -3.31 3.77 -3.35
H 4.02 0.93 3.81
C -6.39 0.87 1.09
H 5.28 4.93 0.54
H -5.45 3.27 -3.57
H 5.24 4.24 2.31
H 2.83 -4.94 -0.78
H -0.68 -5.01 1.59
H -1.73 5.71 4.35
H -3.54 2.55 6.19
H 3.34 4.47 -0.73
H 3.69 -0.01 -5.80
C 5.56 -2.95 -1.72
H 1.50 -2.00 4.13
O -0.02 6.08 3.27
H 0.20 0.81 1.82
C -3.37 4.26 -1.15
H -0.24 6.13 5.33
H -3.54 3.59 -0.31
H 4.53 -5.59 -3.92
C 2.97 -0.80 3.04
H -0.54 -4.10 -2.59
C -5.17 3.01 4.23
H -6.90 -2.68 2.65
C -2.92 1.99 3.91
H -8.05 -4.37 2.10
N 0.83 4.00 1.37
H 1.47 -2.21 6.59
N 2.35 -1.21 1.75
H 0.78 -3.88 4.64
H -6.57 1.21 0.07
O -0.10 -2.14 -3.25
C 3.60 0.61 2.86
C 4.42 -4.82 -3.15
C 5.11 -1.54 -6.34
H -0.49 -2.90 2.99
H 6.37 0.50 -5.26
H -1.08 3.80 2.30
C 0.86 0.32 -1.23
*
```

=====

Record 2
DFT (the ωB97M-V functional and the def2-TZVPD basis) results for 17 unconnected molecules or ions with the total composition C47H132N4O31 in a non-equilibrium geometry.

The orbital gap comes out at 8.93 eV. The HOMO energy comes out at -0.313 Ha.

ORCA input file:
```
! RIJCOSX wB97M-V def2-TZVPD def2/J DEFGRID3
* xyz 0 1
O 0.71 -6.83 3.28
C 5.59 -6.49 0.18
H -7.37 4.43 -5.20
H -1.69 6.64 -3.23
C 0.85 -2.22 0.41
H -6.35 -2.34 -1.97
C 8.21 1.10 -0.89
H -4.96 3.46 1.19
N -2.83 6.77 2.20
H -0.56 5.84 3.60
O 3.32 2.42 -0.46
H 9.67 0.66 0.29
O -0.91 -2.51 -2.59
H 6.21 1.25 -0.14
N 7.06 -8.36 -0.40
H 0.83 2.47 -1.56
H 2.01 -2.78 -1.28
H 11.28 -9.35 -2.69
C -0.96 1.11 4.43
C 1.10 7.82 3.34
H 7.55 -7.54 -0.82
H -5.54 7.40 2.26
H 5.57 -3.86 -0.35
H -3.61 1.80 -1.28
H 0.92 -7.89 1.50
C -6.41 0.32 -4.17
O -1.82 5.26 -1.66
H 8.77 0.55 -1.67
H 0.33 -5.49 1.09
H 2.45 -7.31 2.21
C -1.68 6.03 1.73
H -4.09 5.95 0.71
H -3.89 1.39 1.72
H 3.24 2.27 -1.43
C 2.19 -2.35 -0.28
C -0.19 6.91 -1.75
C -6.55 5.03 -3.43
C 1.99 0.20 -3.72
H 2.69 0.13 -1.89
H 4.08 0.55 3.20
H -1.83 -2.75 -6.17
H 3.81 -2.28 3.13
H 3.55 -3.69 5.30
H 5.35 -0.64 2.99
C -4.15 0.53 2.34
H -4.49 -3.15 -0.59
H 3.30 0.55 0.77
C -0.43 6.18 2.57
C -2.93 -3.21 2.91
O 3.76 -1.31 -4.60
O 0.33 0.33 2.58
H -3.19 7.44 0.27
O -5.80 -0.81 -0.76
H -1.13 -4.41 -3.25
C -2.33 -0.25 -0.53
O -4.42 1.76 -4.10
H -0.54 -2.05 -1.80
O -1.98 1.08 -0.24
H -1.92 4.93 1.69
H -5.07 6.00 -2.26
H -2.60 7.67 2.57
C 6.75 0.68 -0.89
H 5.69 -8.42 1.24
C 3.42 -0.54 0.77
H -0.86 7.54 -1.11
H 7.03 -3.94 -1.25
O 4.20 -0.93 4.65
H -3.22 -4.24 3.22
C 6.36 -7.74 0.71
C -5.13 5.38 -3.15
H -1.51 -1.21 -7.05
C -2.53 1.95 -1.23
H -7.87 1.51 0.43
H 8.82 -8.60 0.72
H -0.19 -7.16 3.20
H -4.18 0.84 3.41
H 4.24 -0.60 -4.13
O -0.06 7.54 2.52
H -7.20 5.89 -3.57
C 10.84 -8.64 -1.98
H 2.15 0.85 -4.58
H -3.34 -0.18 2.33
H 5.03 -6.79 -0.68
O -7.19 2.05 0.82
O -6.38 4.74 0.41
H 1.74 -1.52 -4.96
O 8.73 0.73 0.42
H -3.91 1.45 -4.90
C -3.72 6.90 1.09
C 1.38 -7.05 2.01
C -0.57 -3.90 -2.46
H 0.38 6.28 -1.04
H 2.81 -3.03 0.29
O 2.71 0.80 -2.63
O 0.62 1.70 0.26
H -4.70 5.99 -3.97
H -4.53 -0.30 -3.55
H 10.99 -7.65 -2.38
H -7.00 4.43 -2.65
H -3.36 -0.49 -0.16
C 8.10 -9.19 0.09
C 2.42 -1.21 -4.12
H -6.21 -0.14 -5.15
C -5.51 -3.15 -0.21
C -1.26 -1.84 -6.18
H 5.53 0.64 4.25
H 5.58 -4.79 -1.85
H 0.27 5.55 2.00
H -0.33 -3.67 2.44
H 4.47 -0.80 0.70
H 0.86 -1.94 3.72
H -6.23 9.77 2.82
O 6.65 -5.68 -0.25
O -5.42 -3.07 1.22
H -1.51 -0.72 4.13
H -0.33 1.55 0.35
O -1.60 -1.10 -4.97
O 6.51 -0.71 -0.71
H 4.95 -6.03 0.96
H -5.57 1.57 -0.37
C -0.39 1.47 3.07
H 0.92 7.62 4.42
N 1.69 -3.69 4.34
C -5.11 0.64 -3.51
H 0.40 -3.21 0.44
H 2.04 7.29 3.05
H -4.46 3.47 -3.43
H -1.43 -1.00 1.27
H 6.29 0.89 -1.85
C 4.83 -0.07 3.75
C 6.15 -4.52 -0.99
H -5.09 10.94 2.07
C -5.62 10.00 1.93
H -2.63 4.97 -2.12
O -1.96 0.08 4.45
H 1.83 -4.60 2.73
C 0.86 2.83 -0.54
H 2.42 4.33 -0.38
H 8.33 2.17 -1.04
H 3.05 -0.97 1.69
O 2.18 -4.82 1.81
H 0.50 -4.00 -2.68
H 11.41 -8.77 -1.06
C -0.63 -3.50 3.48
C -5.49 3.65 0.27
H -0.19 -2.05 -6.26
O -5.35 -0.18 1.95
C 2.25 3.31 -0.11
H 0.05 -2.59 5.16
H 8.17 -10.35 -1.77
H 0.85 0.66 1.83
O 2.74 -1.06 -0.41
C -1.42 -1.26 0.19
H -7.12 4.46 0.94
H -5.89 -4.15 -0.48
H -2.83 -3.28 1.82
H 0.99 8.44 -2.14
C -4.94 7.71 1.42
O 9.42 -8.78 -1.91
C -6.21 2.42 -0.18
H 2.46 -1.33 3.57
H 0.38 -0.43 -0.43
O 0.62 7.68 -2.60
H 7.63 -10.00 0.65
H 2.46 -2.40 5.89
H 1.45 -4.49 4.91
H 1.33 8.87 3.35
H -6.67 2.63 -1.13
H 0.13 3.60 -0.36
O -4.54 9.09 1.68
H -7.00 -0.40 -3.58
H -2.35 2.95 -0.89
C -6.35 -2.10 -0.90
O -7.26 1.43 -4.41
H -2.07 1.77 -2.22
H -1.13 1.69 2.29
H -4.78 3.96 -0.51
N -0.01 -1.36 -0.37
H -5.54 7.72 0.51
H -2.25 -0.48 -1.57
H -5.65 -0.69 0.18
H -1.37 1.98 4.94
O -4.32 4.25 -2.82
H 2.34 -1.90 -3.24
H -0.79 -4.33 -1.48
H -1.36 6.28 0.70
H -1.25 -1.60 -4.21
C 2.80 -2.94 4.98
H 0.92 0.05 -3.53
C 1.36 -5.78 1.20
H -6.27 10.10 1.03
O -6.67 4.18 -4.58
H 9.69 -10.42 -0.83
H -5.34 -2.13 1.45
H 7.16 -7.43 1.41
C 3.32 -1.84 3.99
H -5.22 0.89 -2.48
H -6.79 2.24 -4.63
H -7.39 -2.18 -0.50
H -0.09 0.69 4.99
C 0.50 -2.85 4.18
H -1.95 -2.22 0.10
O -1.75 -2.71 3.57
C 8.87 -9.78 -1.13
H -3.72 -2.50 3.13
C -1.06 6.06 -2.58
H -0.45 5.42 -3.21
H 0.32 2.30 3.18
H -6.06 0.45 2.04
H 0.89 -1.90 1.46
H 6.81 -1.00 0.17
H 2.14 3.27 0.98
H -0.82 -4.50 3.95
H 1.83 -5.99 0.22
*
```